This record from the Open Molecules 2025 dataset describes one molecule with the formula C17H20N2O4S2 in a non-equilibrium geometry. The level of theory is ωB97M-V with the def2-TZVPD basis set.

```
45
C17H20N2O4S2 ωB97M-V with the def2-TZVPD basis set
O 0.47 5.96 -0.43
S 0.84 4.60 -0.62
O 1.74 4.27 -1.68
C 1.50 3.96 0.97
C 1.73 2.50 0.85
C 2.81 2.02 0.11
C 2.98 0.66 -0.08
C 2.08 -0.24 0.47
C 1.02 0.23 1.23
C 0.84 1.59 1.41
N -0.61 3.79 -0.83
C -0.78 2.43 -1.04
C -1.90 1.78 -0.53
C -2.05 0.41 -0.70
C -1.08 -0.30 -1.38
S -1.21 -2.07 -1.48
O -2.58 -2.41 -1.77
O -0.19 -2.57 -2.35
N -0.82 -2.49 0.11
C 0.15 -3.56 0.27
C -0.68 -4.78 0.63
C -1.73 -4.18 1.57
C -1.96 -2.77 0.97
C 0.02 0.34 -1.93
C 0.16 1.71 -1.78
H 2.42 4.52 1.11
H 0.77 4.23 1.72
H 3.50 2.72 -0.33
H 3.82 0.30 -0.66
H 2.21 -1.30 0.31
H 0.32 -0.47 1.65
H 0.01 1.94 2.00
H -1.37 4.26 -0.36
H -2.65 2.34 0.00
H -2.91 -0.11 -0.32
H 0.83 -3.29 1.08
H 0.71 -3.66 -0.66
H -1.16 -5.18 -0.26
H -0.10 -5.57 1.11
H -2.65 -4.76 1.60
H -1.33 -4.10 2.58
H -2.03 -2.01 1.75
H -2.87 -2.74 0.37
H 0.74 -0.24 -2.48
H 1.00 2.23 -2.21
```

The lowest unoccupied orbital energy comes out at 0.424 eV. The orbital gap is 9.18 eV. As for the spin multiplicity: 1. The value obtained for the strongest force on any atom is 0.02106 hartree/bohr. The structure (SMILES) is O=S(=O)(Cc1ccccc1)Nc1ccc(S(=O)(=O)N2CCCC2)cc1.

***

This record from the Open Molecules 2025 dataset describes C17H20N2O4S2 as an isolated structure in a non-equilibrium geometry. The level of theory is ωB97M-V with the def2-TZVPD basis set.

```
45
C17H20N2O4S2 ωB97M-V with the def2-TZVPD basis set
C -4.11 3.83 2.59
H -4.21 3.22 3.49
H -3.46 4.69 2.80
H -5.09 4.19 2.28
O -3.63 3.08 1.50
C -2.40 2.51 1.59
C -1.98 1.79 0.47
C -0.74 1.17 0.44
C 0.09 1.26 1.55
C -0.32 1.97 2.67
C -1.56 2.59 2.70
H -1.85 3.13 3.58
H 0.32 2.04 3.53
H 1.06 0.79 1.53
C -0.30 0.39 -0.76
N 0.13 -0.95 -0.41
C 1.39 -1.33 -0.56
N 2.33 -0.57 -1.01
C 3.57 -1.14 -1.02
O 3.76 -2.28 -0.57
C 4.65 -0.32 -1.57
C 4.60 1.18 -1.39
C 4.34 0.60 -2.73
H 5.10 0.70 -3.50
H 3.33 0.60 -3.10
H 3.75 1.57 -0.84
H 5.53 1.69 -1.20
H 5.62 -0.81 -1.54
S 1.69 -3.00 -0.08
C -0.16 -3.25 0.07
C -0.73 -3.75 -1.25
H -1.11 -4.77 -1.19
H -0.03 -3.66 -2.07
S -2.14 -2.65 -1.63
O -1.79 -1.71 -2.66
O -3.35 -3.41 -1.82
C -2.16 -1.79 -0.02
H -2.78 -2.38 0.66
C -0.71 -1.85 0.37
H -0.58 -1.61 1.44
H -2.56 -0.79 -0.12
H -0.35 -3.94 0.89
H 0.58 0.87 -1.22
H -1.09 0.33 -1.52
H -2.64 1.75 -0.38
```

The lowest unoccupied orbital energy comes out at 0.450 eV. The orbital gap is 9.35 eV. As for the spin multiplicity: 1. The value obtained for the strongest force on any atom is 0.02589 hartree/bohr.

***

This record from the Open Molecules 2025 dataset describes one molecule with the formula C17H20N2OS. The level of theory is ωB97M-V with the def2-TZVPD basis set.

```
41
C17H20N2OS ωB97M-V with the def2-TZVPD basis set
C -4.23 -1.93 -1.32
O -3.15 -1.03 -1.32
C -3.16 -0.01 -0.42
C -4.14 0.21 0.54
C -4.02 1.28 1.42
C -2.92 2.12 1.37
C -1.93 1.91 0.41
C -0.71 2.79 0.35
N 0.48 1.98 0.22
C 1.56 2.34 -0.49
S 1.70 3.82 -1.23
N 2.60 1.47 -0.56
C 2.61 0.10 -0.24
C 1.51 -0.71 -0.52
C 1.51 -2.06 -0.21
C 0.32 -2.91 -0.52
C 2.65 -2.60 0.38
C 3.75 -1.80 0.64
C 3.76 -0.45 0.34
C 4.95 0.41 0.62
C -2.07 0.86 -0.48
H -4.30 -2.47 -0.37
H -4.01 -2.64 -2.12
H -5.18 -1.43 -1.53
H -5.00 -0.44 0.62
H -4.79 1.44 2.16
H -2.83 2.93 2.06
H -0.66 3.42 1.25
H -0.75 3.45 -0.52
H 0.51 1.12 0.75
H 3.44 1.86 -0.95
H 0.66 -0.28 -1.02
H 0.07 -3.55 0.33
H -0.54 -2.31 -0.78
H 0.55 -3.56 -1.37
H 2.67 -3.65 0.64
H 4.63 -2.25 1.09
H 5.69 -0.14 1.21
H 5.43 0.72 -0.31
H 4.67 1.30 1.17
H -1.33 0.70 -1.26
```

The lowest unoccupied orbital energy comes out at 0.701 eV. The orbital gap is 8.69 eV. As for the spin multiplicity: 1. The value obtained for the strongest force on any atom is 0.01254 hartree/bohr. The structure (SMILES) is COc1cccc(CNC(=S)Nc2cc(C)ccc2C)c1.

***

This record from the Open Molecules 2025 dataset describes C17H20N3O9P2Rb as an isolated structure in a non-equilibrium geometry. The level of theory is ωB97M-V with the def2-TZVPD basis set.

```
52
C17H20N3O9P2Rb ωB97M-V with the def2-TZVPD basis set
Rb 0.60 -1.90 -0.43
C 1.67 4.19 1.67
O 0.36 3.82 2.05
C -0.47 3.29 1.05
C -1.76 3.79 1.06
C -2.73 3.31 0.18
C -2.38 2.31 -0.70
C -1.08 1.80 -0.74
C -0.71 0.80 -1.76
N -1.33 -0.26 -2.11
N -2.53 -0.59 -1.56
C -2.66 -1.70 -0.89
O -1.76 -2.54 -0.56
C -4.07 -1.98 -0.46
C -5.08 -1.02 -0.54
C -6.37 -1.31 -0.12
C -6.68 -2.57 0.39
C -5.68 -3.52 0.49
C -4.39 -3.23 0.07
C -0.06 2.25 0.15
O 1.12 1.73 0.14
H 2.22 4.39 2.59
H 2.15 3.40 1.10
H 1.65 5.11 1.07
H -1.99 4.56 1.78
H -3.74 3.71 0.21
H -3.10 1.90 -1.39
H 0.20 1.01 -2.33
H -4.82 -0.04 -0.93
H -7.14 -0.55 -0.18
H -7.69 -2.80 0.72
H -5.90 -4.51 0.89
H -3.59 -3.96 0.15
N 3.23 0.44 0.29
C 4.16 -0.72 0.10
C 5.61 -0.28 0.16
P 3.70 -1.81 1.57
O 4.23 -3.27 1.16
O 4.44 -1.32 2.76
O 2.19 -1.73 1.54
P 3.63 -1.52 -1.48
O 4.94 -1.17 -2.44
O 3.56 -3.02 -1.41
O 2.45 -0.77 -1.98
H 2.51 0.12 0.97
H 2.67 0.65 -0.55
H 3.66 1.28 0.66
H 5.83 0.10 1.16
H 5.85 0.46 -0.60
H 6.26 -1.15 0.00
H 3.96 -3.42 0.22
H 4.84 -1.77 -3.20
```

The lowest unoccupied orbital energy comes out at 4.205 eV. The orbital gap is 5.79 eV. As for the total charge: -2. As for the spin multiplicity: 1. The value obtained for the strongest force on any atom is 0.02710 hartree/bohr.

***

This record from the Open Molecules 2025 dataset describes one molecule with the formula C17H20N4O2 in a non-equilibrium geometry. The level of theory is ωB97M-V with the def2-TZVPD basis set.

```
43
C17H20N4O2 ωB97M-V with the def2-TZVPD basis set
C 5.52 2.37 -0.68
C 4.17 1.67 -0.74
C 3.42 1.82 0.58
N 2.11 1.17 0.53
C 1.00 2.01 0.30
O 1.14 3.20 0.15
C -0.23 1.26 0.28
N -1.52 1.69 0.13
C -2.28 0.63 0.19
C -3.72 0.65 0.10
C -4.35 1.88 -0.08
C -5.73 1.95 -0.16
C -6.50 0.80 -0.05
C -5.88 -0.42 0.13
C -4.50 -0.51 0.21
N -1.52 -0.52 0.38
C -0.22 -0.12 0.44
N 0.90 -0.85 0.64
C 0.89 -2.30 0.72
C 0.90 -2.94 -0.67
C 1.17 -4.44 -0.58
C 2.12 -0.19 0.69
O 3.14 -0.81 0.88
H 6.13 1.94 0.11
H 6.05 2.25 -1.62
H 5.39 3.43 -0.49
H 3.56 2.11 -1.54
H 4.30 0.61 -0.95
H 3.99 1.36 1.38
H 3.24 2.87 0.80
H -3.74 2.76 -0.16
H -6.21 2.91 -0.31
H -7.57 0.86 -0.11
H -6.47 -1.32 0.22
H -4.04 -1.47 0.36
H -1.86 -1.46 0.45
H 0.03 -2.62 1.31
H 1.80 -2.58 1.25
H -0.06 -2.76 -1.17
H 1.68 -2.46 -1.26
H 2.15 -4.61 -0.14
H 1.16 -4.88 -1.57
H 0.42 -4.94 0.02
```

The lowest unoccupied orbital energy comes out at 0.294 eV. The orbital gap is 8.23 eV. As for the spin multiplicity: 1. The value obtained for the strongest force on any atom is 0.02267 hartree/bohr. The structure (SMILES) is CCCn1c(=O)c2nc(-c3ccccc3)[nH]c2n(CCC)c1=O.

***

This record from the Open Molecules 2025 dataset describes one molecule with the formula C17H20N4O5S2 in a non-equilibrium geometry. The level of theory is ωB97M-V with the def2-TZVPD basis set.

```
48
C17H20N4O5S2 ωB97M-V with the def2-TZVPD basis set
C -3.47 -3.76 -0.17
S -3.00 -2.19 -0.92
C -4.14 -1.14 -0.13
N -4.92 -1.65 0.76
N -5.80 -0.87 1.39
C -5.90 0.38 1.12
C -6.90 1.21 1.86
C -5.08 1.05 0.11
O -5.16 2.21 -0.22
N -4.17 0.18 -0.50
C -3.26 0.70 -1.50
O -1.93 0.47 -1.09
C -1.09 1.52 -0.99
O -1.40 2.64 -1.30
C 0.24 1.11 -0.48
C 1.22 2.10 -0.33
C 2.47 1.76 0.14
C 2.74 0.44 0.46
S 4.38 0.02 1.04
O 4.38 -1.36 1.44
O 4.80 1.00 1.99
N 5.23 0.28 -0.39
C 5.25 -0.88 -1.25
C 6.50 -1.66 -0.82
C 7.50 -0.54 -0.48
C 6.62 0.70 -0.22
C 1.78 -0.55 0.32
C 0.52 -0.21 -0.16
H -3.35 -3.70 0.91
H -4.51 -3.98 -0.41
H -2.81 -4.52 -0.59
H -7.44 0.60 2.57
H -7.59 1.67 1.15
H -6.38 2.02 2.37
H -3.45 1.78 -1.60
H -3.42 0.18 -2.45
H 0.97 3.12 -0.59
H 3.25 2.49 0.27
H 4.33 -1.45 -1.12
H 5.32 -0.54 -2.29
H 6.87 -2.32 -1.60
H 6.26 -2.24 0.07
H 8.17 -0.35 -1.32
H 8.10 -0.79 0.39
H 6.73 1.11 0.78
H 6.82 1.49 -0.95
H 2.03 -1.56 0.59
H -0.24 -0.97 -0.28
```

The lowest unoccupied orbital energy comes out at -0.290 eV. The orbital gap is 8.76 eV. As for the spin multiplicity: 1. The value obtained for the strongest force on any atom is 0.02662 hartree/bohr. The structure (SMILES) is CSc1nnc(C)c(=O)n1COC(=O)c1ccc(S(=O)(=O)N2CCCC2)cc1.